# C29H38BBeBr5F8KN3O14P

C29H38BBeBr5F8KN3O14P as an isolated structure in a non-equilibrium geometry (wB97M-V/def2-TZVPD, OMol25).

```
101
Properties=species:S:1:pos:R:3:forces:R:3
Br 5.859 5.335 5.345 0.769 0.416 0.468
Br 8.185 3.488 6.884 2.439 -1.729 0.202
Br 6.759 7.862 7.104 0.001 -0.116 -0.142
Br 10.613 3.614 7.008 -1.858 -0.185 0.012
Br 8.873 6.403 5.196 -0.227 0.145 0.071
K 1.223 1.248 6.165 -2.080 1.788 4.339
P 3.043 -1.005 2.886 -0.210 -0.134 -2.308
F -4.756 -0.719 -5.916 -0.151 -0.256 0.273
F -8.665 1.677 -6.202 0.000 -0.155 -0.134
F -9.184 -1.139 -6.163 -0.386 0.232 -0.056
F -7.858 0.007 -4.396 0.191 0.012 -0.049
F -9.862 -0.969 -8.207 -0.182 0.345 0.021
F -10.732 1.110 -6.581 0.026 -0.262 -0.100
F -6.036 0.981 -6.344 -0.094 -0.021 0.205
F -5.842 0.386 -3.681 0.055 -0.060 -0.163
O 7.190 -0.216 -1.981 -0.231 -0.061 0.211
O 0.482 -0.763 5.760 0.127 -0.193 -0.429
O -7.758 -0.507 -7.782 -0.420 0.458 0.842
O 5.498 -0.489 1.026 -0.058 -0.147 0.545
O -2.749 0.331 2.570 0.081 -0.007 0.213
O 6.799 -4.609 -1.790 0.052 0.044 -0.640
O 7.356 -6.771 -2.023 -0.003 0.077 -0.215
O 7.489 -2.377 -2.492 -0.730 0.008 0.002
O 7.307 -6.106 -4.863 0.001 -0.026 0.226
O 5.190 -2.962 -2.591 0.849 0.290 0.038
O 2.300 -0.919 1.596 -0.207 0.108 0.792
O -2.882 0.849 -1.557 0.219 -0.116 0.137
O 6.760 -4.070 -4.094 0.066 -0.240 0.596
O 4.390 -0.927 -2.104 0.362 0.090 -0.037
N 3.769 3.786 4.899 1.024 2.686 0.975
N -4.910 -4.902 1.512 0.104 0.203 -0.160
N 5.383 0.429 5.309 2.449 -0.435 3.187
C -4.684 -5.046 0.204 -0.090 -0.090 0.211
C 4.693 0.529 4.433 -3.467 0.710 -4.406
C -6.781 -1.165 -6.982 0.266 -0.537 -0.574
C 7.079 -5.355 -3.956 -0.012 0.312 -1.680
C 7.104 -5.697 -2.495 0.044 -0.470 1.645
C 2.517 1.581 3.922 0.646 0.618 0.058
C -0.018 1.517 3.018 0.742 -0.150 -0.157
C 5.700 0.778 1.633 0.859 0.746 -1.181
C -3.670 -2.902 0.017 0.048 0.104 -0.090
C 3.684 0.730 3.290 0.942 -0.286 1.728
C 6.749 -1.310 -2.232 2.163 0.563 0.021
C -3.269 3.221 -1.730 0.108 0.115 0.194
C -6.579 -0.408 -4.500 0.046 -0.031 0.713
C -3.896 -2.729 1.373 0.013 0.037 -0.013
C 7.306 6.184 6.307 -0.138 0.713 0.109
C 5.312 -1.673 -2.294 -2.496 -0.381 -0.064
C -4.515 -3.754 2.071 -0.110 -0.259 -0.007
C 0.783 -2.046 6.046 0.077 -1.750 0.313
C -9.475 1.052 -7.081 -0.194 0.647 0.035
C -4.070 -4.085 -0.584 -0.034 0.028 0.038
C 1.472 2.146 2.854 -1.563 -0.107 1.289
C -2.531 2.018 -2.298 -0.613 0.081 -0.214
C -6.055 -0.307 -5.931 -0.059 0.414 -0.660
C 4.370 1.422 2.079 0.469 -0.200 -0.092
C -2.864 1.807 -3.765 0.157 -0.082 -0.188
C 3.223 2.841 4.636 -2.640 -5.548 -2.818
C -0.569 1.135 1.607 0.170 -0.365 0.163
C -9.052 -0.404 -7.283 0.788 -1.064 -0.347
C -1.712 0.091 1.613 -0.202 0.337 -1.389
B 6.559 -3.507 -2.744 -0.097 -0.214 -0.040
Be 2.700 5.503 5.596 -0.298 0.392 0.196
H -0.906 2.065 1.102 0.057 -0.455 0.239
H 3.707 1.463 1.196 0.183 -0.310 0.566
H 6.121 1.442 0.838 -0.327 -0.142 0.640
H 6.233 -0.694 0.425 -0.349 0.338 0.236
H -3.029 3.354 -0.673 0.054 0.005 -0.046
H -3.909 -4.259 -1.640 0.009 -0.030 0.023
H -0.685 2.320 3.413 0.502 -0.598 0.109
H -2.641 1.181 3.012 0.149 -0.210 -0.231
H -9.445 1.599 -8.026 0.025 -0.165 -0.069
H 2.021 0.923 4.726 2.334 0.690 -4.414
H -6.513 -1.433 -4.123 0.054 -0.029 -0.134
H -3.599 -1.819 1.878 -0.055 -0.029 0.043
H -0.031 0.625 3.727 0.036 0.894 -0.864
H -6.016 -1.469 -7.698 0.043 0.218 0.037
H -3.007 4.135 -2.266 -0.037 -0.014 0.011
H 0.254 0.720 0.984 -0.506 0.119 0.447
H 0.067 -2.819 5.702 -0.268 0.302 -0.209
H 1.759 1.993 1.803 0.339 0.001 0.716
H -3.932 1.616 -3.895 0.064 0.164 0.051
H -4.709 -3.666 3.134 0.040 0.070 -0.013
H -1.454 2.160 -2.182 -0.024 -0.188 0.124
H -2.336 0.935 -4.156 0.055 0.065 0.032
H -2.193 0.142 0.592 0.557 -0.115 0.932
H -5.016 -5.987 -0.222 0.037 0.020 -0.058
H 4.596 2.474 2.364 -0.098 -0.559 -0.040
H 0.887 -2.309 7.120 -0.061 0.413 0.163
H 2.275 -1.523 3.967 0.486 0.498 0.118
H 6.486 0.750 2.426 -0.738 -0.102 -0.122
H -3.187 -2.124 -0.564 0.020 -0.013 0.031
H -3.833 0.713 -1.652 0.063 0.044 -0.035
H 1.741 -2.442 5.638 0.145 0.296 -0.174
H 1.352 3.233 3.057 0.324 -0.623 -0.399
H -2.590 2.678 -4.363 -0.015 -0.023 0.004
H -7.160 -2.099 -6.565 -0.084 0.195 0.219
H -4.352 3.077 -1.795 0.026 -0.014 -0.130
H -1.344 -0.952 1.725 -0.010 0.739 0.331
H 4.217 -1.801 2.734 -0.278 0.395 0.650
H 7.568 5.501 7.123 -0.251 1.115 -0.503
```
Forces are in eV/Å.

## Properties
**LUMO energy**: -0.0501 hartree
**Max |F|**: 0.1314 hartree/bohr
**Orbital gap**: 4.56 eV
**Total charge**: -1
**DFT total energy**: -16995.40288 Eh